{
  "formula": "H24O12",
  "method": "ωB97M-V/def2-TZVPD",
  "e_lumo_ev": -0.466,
  "relative_energy_kj_mol": 122.6,
  "homo_energy_ev": -10.3,
  "total_energy_ha": -917.27866,
  "charge": 0,
  "gap_ev": 9.881,
  "smiles": "O.O.O.O.O.O.O.O.O.O.O.O",
  "elements": ["O", "H", "H", "O", "H", "H", "O", "H", "H", "O", "H", "H", "O", "H", "H", "O", "H", "H", "O", "H", "H", "O", "H", "H", "O", "H", "H", "O", "H", "H", "O", "H", "H", "O", "H", "H"],
  "coordinates": [[-3.90943, -0.45600, -1.72101], [-3.41023, 0.37199, -1.72077], [-3.32471, -1.07033, -2.17516], [0.65049, 2.53381, 1.65936], [0.14946, 1.82696, 1.22116], [0.27864, 2.58918, 2.54300], [2.54651, -0.93846, 3.39099], [2.41945, -0.51466, 4.24431], [1.66050, -1.01611, 3.02474], [0.37903, 0.40600, -3.62096], [0.66831, 0.78488, -4.45651], [0.93666, 0.83622, -2.94841], [-1.37594, -2.15701, -1.86274], [-0.70372, -2.74670, -2.21599], [-1.54679, -2.47003, -0.96828], [-0.35267, 0.26802, 0.31280], [0.32057, -0.42965, 0.33086], [-0.66851, 0.26415, -0.59867], [3.66424, 1.04799, 0.48448], [3.21303, 0.21057, 0.35749], [3.11785, 1.69036, 0.01757], [1.92497, -1.58493, -0.06736], [2.01569, -2.21648, -0.78917], [1.86874, -2.12175, 0.72933], [-0.52293, -1.53992, 2.87078], [-0.90538, -1.66083, 3.74816], [0.00165, -2.33535, 2.73048], [-1.74950, 1.36582, -1.97424], [-1.10754, 1.09503, -2.64427], [-1.89923, 2.30140, -2.14115], [-3.11095, -0.28466, 2.17117], [-3.12563, 0.04974, 1.26868], [-2.33486, -0.85537, 2.19930], [1.55906, 1.97321, -1.36893], [1.04125, 1.85488, -0.55740], [1.63193, 2.92803, -1.47363]],
  "atomic_forces_ev_per_a": [[-0.233, 0.027, 0.142], [0.109, -0.163, -0.113], [0.107, -0.036, 0.006], [-0.027, 0.105, -0.217], [-0.107, -0.175, 0.262], [-0.002, 0.030, 0.004], [0.052, -0.347, -0.088], [0.023, 0.073, -0.026], [-0.178, 0.359, 0.138], [0.081, 0.163, 0.226], [-0.039, -0.032, -0.041], [0.073, 0.006, 0.019], [0.076, 0.045, 0.083], [-0.033, 0.009, -0.093], [-0.098, 0.036, 0.013], [0.282, -0.177, -0.017], [-0.003, 0.140, -0.047], [-0.365, 0.180, -0.081], [0.262, 0.179, 0.068], [-0.092, -0.141, -0.031], [0.048, -0.183, -0.004], [-0.202, -0.049, 0.114], [0.034, 0.103, -0.038], [0.281, -0.062, 0.050], [0.218, -0.139, 0.038], [0.017, 0.074, 0.044], [-0.187, -0.167, 0.048], [-0.103, 0.289, 0.137], [0.130, -0.250, -0.444], [0.013, 0.022, 0.122], [-0.095, -0.062, 0.087], [-0.015, -0.034, -0.039], [0.112, 0.144, -0.148], [-0.089, 0.094, -0.069], [-0.033, -0.066, -0.114], [-0.017, 0.003, 0.007]]
}